Entry 1:
Entry from the OMol25 dataset: a molecular structure, C31H44NOP2ReS (ωB97M-V/def2-TZVPD).

Structure (XYZ):
```
81
Properties=species:S:1:pos:R:3:forces:R:3:mulliken_charge:R:1
Re 0.06855 0.03691 0.40065 -0.5 0.1 0.0 0.775
C -1.38366 -4.59398 -0.80419 0.0 0.0 0.0 -1.651
C -1.33983 -3.25716 -0.04834 0.0 -0.1 0.1 0.720
C -2.75452 -2.76380 0.27645 0.0 0.0 0.0 -1.226
P -0.34014 -1.97049 -0.87227 -0.1 0.2 0.1 1.068
C -0.61450 -1.82768 -2.67457 0.0 0.1 -0.1 1.251
C 0.14344 -2.88761 -3.48121 0.0 0.0 0.0 -1.411
C -2.10828 -1.81733 -3.01857 0.0 0.0 0.0 -1.743
C 1.40838 -2.29348 -0.49985 0.1 0.0 0.0 -0.120
C 1.98591 -3.50664 -0.10890 -0.1 0.1 0.0 -1.461
C 3.34077 -3.55642 0.15725 0.0 0.0 0.0 -0.864
C 4.13051 -2.40396 0.08628 0.0 0.0 0.0 -0.855
C 3.57895 -1.18123 -0.24715 0.0 -0.1 0.0 -0.272
C 2.22109 -1.13939 -0.54900 -0.2 0.1 0.0 0.288
N 1.47996 0.06829 -0.78997 0.7 0.0 -0.5 0.675
C 1.77552 1.02317 -1.81386 0.0 -0.1 0.1 1.193
C 2.88862 0.93651 -2.62901 0.1 0.0 -0.1 -0.989
C 3.07679 1.91711 -3.59926 0.0 -0.1 0.0 -0.979
C 2.16881 2.95287 -3.74361 0.0 0.0 0.0 -1.071
C 1.03551 3.01227 -2.93793 0.0 0.0 0.1 -0.774
C 0.82463 2.03779 -1.97143 0.0 0.0 -0.1 0.061
P -0.59348 1.93907 -0.85483 0.1 0.1 -0.1 0.163
C -0.54849 3.36226 0.29461 0.0 0.1 0.1 0.613
C -0.99327 4.69582 -0.30879 0.0 0.0 0.0 -1.356
C 0.86194 3.47445 0.88608 0.0 0.0 0.0 -1.552
C -2.15492 1.79182 -1.78177 -0.1 -0.1 0.0 1.459
C -2.35832 2.77630 -2.93537 0.0 0.0 0.0 -1.500
C -3.32198 1.80063 -0.78816 0.0 0.0 0.0 -1.418
H -1.73313 -5.36641 -0.11931 0.0 0.0 0.0 0.448
H -0.42134 -4.91267 -1.20150 0.0 0.0 0.0 0.385
H -2.09032 -4.54623 -1.63167 0.0 0.0 0.0 0.332
H -0.79862 -3.40236 0.89528 0.0 0.0 0.0 0.649
H -3.36361 -2.66929 -0.62055 0.0 0.0 0.0 0.322
H -2.75578 -1.79250 0.78107 0.0 0.0 0.0 0.053
H -3.24451 -3.48612 0.92930 0.0 0.0 0.0 0.479
H -0.18842 -0.84467 -2.91190 0.0 0.0 0.0 0.171
H -0.29980 -3.87485 -3.35894 0.0 0.0 0.0 0.315
H 1.19999 -2.94433 -3.21797 0.0 0.0 0.0 0.356
H 0.07979 -2.62872 -4.53820 0.0 0.0 0.0 0.473
H -2.52699 -2.82179 -2.97036 0.0 0.0 0.0 0.338
H -2.23123 -1.46546 -4.04289 0.0 0.0 0.0 0.472
H -2.70664 -1.17358 -2.37151 0.0 0.0 0.0 0.375
H 1.39174 -4.40755 -0.04334 0.0 0.0 0.0 0.435
H 3.80084 -4.49991 0.41910 0.0 0.0 0.0 0.517
H 5.18666 -2.46741 0.31249 0.0 0.0 0.0 0.509
H 4.17988 -0.28145 -0.25495 0.0 0.0 0.0 0.705
H 3.59981 0.12814 -2.53086 0.0 0.0 0.0 0.610
H 3.94306 1.86583 -4.24486 0.0 0.0 0.0 0.464
H 2.33213 3.71510 -4.49322 0.0 0.0 0.0 0.506
H 0.32494 3.81524 -3.07906 0.0 0.0 0.0 0.504
H -1.24754 3.08012 1.08950 0.0 0.0 0.0 0.387
H -0.32158 5.01934 -1.10477 0.0 0.0 0.0 0.270
H -0.95856 5.45716 0.47099 0.0 0.0 0.0 0.460
H -2.01104 4.67013 -0.69084 0.0 0.0 0.0 0.344
H 1.57398 3.82378 0.13800 0.0 0.0 0.0 0.315
H 1.24342 2.53461 1.30124 0.0 0.0 0.0 0.288
H 0.85396 4.20047 1.69904 0.0 0.0 0.0 0.520
H -2.07056 0.79004 -2.21350 0.0 0.0 0.0 -0.679
H -2.39624 3.81132 -2.60209 0.0 0.0 0.0 0.261
H -3.31581 2.55312 -3.40725 0.0 0.0 0.0 0.479
H -1.59033 2.67900 -3.70093 0.0 0.0 0.0 0.423
H -3.50652 2.80391 -0.40325 0.0 0.0 0.0 0.361
H -3.16044 1.13622 0.06713 0.0 0.0 0.0 0.279
H -4.23056 1.47110 -1.29157 0.0 0.0 0.0 0.459
C -2.07485 -0.71806 3.73850 0.1 0.1 0.1 -1.005
S -0.43822 -0.50733 3.06571 -0.1 0.2 0.2 0.798
O -0.63014 0.78587 2.13167 0.0 -0.7 0.0 -0.490
C 0.54135 -0.00516 4.42372 0.0 0.0 0.0 0.720
C 1.31261 -0.99502 5.02712 0.1 0.1 0.0 -0.476
C 2.03751 -0.65145 6.15729 0.0 0.0 0.0 -0.687
C 1.99543 0.65118 6.63843 0.0 0.0 0.0 -0.488
C 1.22917 1.62569 6.00630 0.0 0.0 0.0 -0.787
C 0.47825 1.30602 4.88814 0.0 0.0 0.1 -0.488
H -2.33880 0.20335 4.25786 0.0 0.0 0.0 0.411
H -2.01971 -1.54944 4.44263 0.0 0.0 0.0 0.479
H -2.76146 -0.94166 2.92496 0.0 0.0 0.0 0.317
H 1.35242 -2.00407 4.63397 0.0 0.0 0.0 0.406
H 2.64183 -1.39562 6.65719 0.0 0.0 0.0 0.437
H 2.57020 0.91241 7.51686 0.0 0.0 0.0 0.439
H 1.21429 2.63476 6.39480 0.0 0.0 0.0 0.437
H -0.12848 2.05300 4.39377 0.0 0.0 0.0 0.368
```
Forces are in eV/Å.

Its spin multiplicity is 2. The LUMO energy (alpha / beta) comes out at -10.19 / -10.17 eV. The largest force on an atom comes out at 0.858 eV/A. The value obtained for the orbital gap (alpha / beta) is 0.262 / 0.262 Ha. The total charge is +3. The electronic energy is -2495.8767 Eh.

---

Entry 2:
Entry from the OMol25 dataset: a molecular structure, C4H6O (ωB97M-V/def2-TZVPD).

Structure (XYZ):
```
11
Properties=species:S:1:pos:R:3:forces:R:3:mulliken_charge:R:1
C -0.79496 -0.91784 -0.17748 0.2 -0.6 0.1 -1.069
C -0.02273 0.07336 0.70895 -0.1 -0.2 -0.1 0.138
C 1.29466 0.03418 -0.01651 0.7 0.4 0.8 -0.580
O 0.97279 1.15718 -0.71988 0.8 0.3 -0.5 -0.254
C -0.20813 1.29732 -0.12445 -0.3 0.9 0.6 -0.285
H -1.86951 -0.69640 -0.29010 0.6 0.0 -0.3 0.300
H -0.67603 -1.95648 0.11927 -0.1 -0.1 0.4 0.311
H -0.08281 0.09496 1.80052 -0.1 -0.2 -0.3 0.417
H -0.00790 -0.85689 -0.99302 -2.0 -0.4 -0.6 0.360
H 2.31824 -0.18889 0.22292 0.2 0.1 0.1 0.321
H -1.03306 1.79740 -0.61594 0.1 -0.2 -0.1 0.342
```
Forces are in eV/Å.

Its spin multiplicity is 1. The LUMO energy (alpha / beta) comes out at 0.86 / 0.71 eV. The largest force on an atom comes out at 2.128 eV/A. The value obtained for the orbital gap (alpha / beta) is 0.307 / 0.296 Ha. The total charge is 0. The electronic energy is -231.0582 Eh.

---

Entry 3:
Entry from the OMol25 dataset: a molecular structure, C18H20N2O5V (ωB97M-V/def2-TZVPD).

Structure (XYZ):
```
46
Properties=species:S:1:pos:R:3:forces:R:3:mulliken_charge:R:1
V -0.20694 0.27219 0.65709 -0.5 -0.6 0.9 1.297
C 1.14218 2.94843 4.47235 0.1 0.1 0.1 -1.494
C 1.37724 1.89558 3.38109 -0.2 0.0 0.0 0.629
C 2.77688 2.01407 2.79577 0.1 0.1 0.0 -1.748
C 0.26378 2.02673 2.35959 0.1 -0.1 0.0 0.729
C 0.47161 2.53077 1.07141 0.0 0.1 -0.1 -1.032
C -0.58094 2.63537 0.14968 0.1 0.2 0.1 -0.347
C -1.89136 2.31603 0.51129 0.0 0.0 -0.1 0.945
C -3.01679 2.44395 -0.47104 0.0 0.0 0.1 -1.579
C -2.10929 1.86689 1.82299 0.0 -0.1 0.0 -0.861
C -1.06140 1.69640 2.71172 0.1 -0.1 0.0 -0.452
H 1.92333 2.88934 5.23034 0.0 0.0 0.0 0.417
H 0.18219 2.82232 4.97552 0.0 0.0 0.0 0.385
H 1.16987 3.95216 4.04077 0.0 0.0 0.0 0.394
H 1.27169 0.90502 3.83347 0.0 0.0 0.0 0.349
H 2.97865 3.03198 2.45049 0.0 0.0 0.0 0.391
H 2.95822 1.33273 1.96401 -0.1 0.0 0.0 0.359
H 3.50722 1.79083 3.57286 0.0 0.0 0.0 0.453
H 1.47095 2.79627 0.76190 0.0 0.0 -0.1 0.377
H -0.37386 3.00738 -0.84481 0.0 0.0 -0.1 0.544
H -2.96215 1.66081 -1.22770 0.0 0.0 0.0 0.291
H -2.96554 3.40419 -0.98367 0.0 0.0 0.0 0.406
H -3.98200 2.36533 0.02583 0.0 0.0 0.0 0.403
H -3.11788 1.62757 2.13446 0.0 -0.1 0.0 0.441
H -1.25976 1.33736 3.71390 0.0 -0.1 0.0 0.576
O 4.53314 -3.58944 -0.00247 0.0 0.0 0.0 -0.466
C 3.58781 -2.87929 0.11333 0.1 0.0 0.1 0.435
C 2.15215 -3.32564 0.54344 0.0 0.1 -0.1 -0.016
O 1.77481 -4.43560 0.77358 0.0 0.0 0.0 -0.509
C 1.39277 -2.04243 0.57660 -1.0 -0.7 0.6 1.291
C 2.16679 -1.03252 0.15213 -0.6 2.1 0.0 0.122
O 1.48064 0.17382 0.15272 1.6 -0.7 -0.9 -0.559
C 3.56012 -1.32935 -0.09799 0.1 -0.4 -0.1 -0.105
O 4.48851 -0.62356 -0.37831 -0.1 0.0 0.0 -0.559
O 0.17100 -1.77566 0.94734 0.4 0.6 0.0 -0.799
C -3.76327 -2.97735 -1.55173 0.1 0.0 0.3 -0.903
N -3.26022 -2.63213 -0.20640 -0.1 0.1 0.0 0.014
C -3.54916 -3.53857 0.92308 0.1 0.1 -0.2 -0.888
C -2.58467 -1.54912 -0.02130 0.1 -0.4 -0.2 0.342
N -1.95046 -0.58807 0.13106 -0.6 0.0 -0.3 -0.241
H -4.85100 -2.96272 -1.54789 0.0 0.0 0.0 0.338
H -3.39849 -3.97093 -1.80260 0.0 0.0 -0.1 0.322
H -3.38715 -2.26030 -2.27520 0.0 0.0 0.0 0.333
H -4.61901 -3.54476 1.12007 0.0 0.0 0.0 0.333
H -3.00654 -3.20326 1.80156 0.0 0.0 0.0 0.308
H -3.20719 -4.53470 0.65169 0.0 0.0 0.0 0.336
```
Forces are in eV/Å.

Its spin multiplicity is 3. The LUMO energy (alpha / beta) comes out at -4.28 / -4.25 eV. The largest force on an atom comes out at 2.183 eV/A. The value obtained for the orbital gap (alpha / beta) is 0.256 / 0.257 Ha. The total charge is +1. The electronic energy is -2127.3786 Eh.